[1]
{"formula": "C30H21B2N5O22", "method": "ωB97M-V with the def2-TZVPD basis set", "lumo_ev": 2.892, "gap_ev": 8.161, "charge": -2, "multiplicity": 1, "species": ["O", "C", "O", "B", "O", "C", "O", "O", "C", "O", "C", "O", "O", "O", "C", "O", "B", "O", "C", "O", "O", "C", "O", "C", "O", "O", "C", "C", "N", "H", "H", "H", "C", "C", "N", "H", "H", "H", "C", "C", "C", "C", "C", "C", "N", "O", "O", "H", "H", "H", "H", "H", "C", "C", "C", "C", "C", "C", "N", "O", "O", "H", "H", "H", "H", "H", "C", "C", "C", "C", "C", "C", "N", "O", "O", "H", "H", "H", "H", "H"], "positions_angstrom": [[5.494, -1.053, -0.714], [4.974, -0.600, 0.300], [4.705, 0.618, 0.576], [4.076, 0.678, 1.927], [3.883, -0.758, 2.244], [4.443, -1.504, 1.394], [4.566, -2.749, 1.405], [2.847, 1.503, 1.962], [3.047, 2.608, 2.684], [2.238, 3.539, 2.773], [4.422, 2.547, 3.381], [5.024, 1.513, 2.849], [4.896, 3.417, 4.181], [3.184, -1.127, -2.892], [2.225, -0.471, -2.512], [2.009, -0.105, -1.210], [0.751, 0.704, -1.201], [0.255, 0.694, -2.588], [1.191, 0.174, -3.396], [1.026, 0.112, -4.626], [0.980, 2.098, -0.735], [0.199, 2.411, 0.303], [0.045, 3.493, 0.863], [-0.434, 1.076, 0.694], [-0.114, 0.135, -0.236], [-1.129, 0.852, 1.658], [-0.553, 0.905, 4.510], [-0.687, 2.371, 4.256], [-0.774, 3.494, 4.013], [0.364, 0.633, 3.988], [-1.356, 0.316, 4.066], [-0.365, 0.630, 5.548], [2.684, 2.739, -6.337], [4.063, 2.775, -6.917], [5.139, 2.810, -7.387], [2.422, 1.714, -6.600], [2.011, 3.432, -6.842], [2.561, 2.921, -5.269], [-3.383, -3.424, -0.983], [-2.917, -2.276, -0.331], [-3.158, -2.006, 1.007], [-3.815, -3.013, 1.802], [-4.259, -4.130, 1.208], [-4.036, -4.368, -0.141], [-4.085, -2.776, 3.242], [-3.454, -1.860, 3.751], [-4.821, -3.448, 3.872], [-3.177, -3.510, -2.039], [-2.348, -1.542, -0.882], [-2.720, -1.158, 1.514], [-4.712, -4.940, 1.760], [-4.466, -5.280, -0.528], [0.799, -1.948, 2.161], [1.116, -1.766, 3.518], [0.521, -2.583, 4.446], [-0.258, -3.706, 4.056], [-0.402, -3.991, 2.671], [0.116, -3.101, 1.751], [-0.904, -4.552, 5.143], [-0.523, -4.328, 6.322], [-1.676, -5.436, 4.875], [1.263, -1.295, 1.436], [1.711, -0.907, 3.791], [0.701, -2.351, 5.485], [-0.857, -4.872, 2.243], [0.026, -3.238, 0.683], [-0.956, 2.475, -5.452], [-0.523, 3.419, -4.448], [-1.444, 3.808, -3.508], [-2.781, 3.402, -3.594], [-3.185, 2.460, -4.530], [-2.283, 2.105, -5.539], [-3.701, 3.854, -2.526], [-3.229, 4.695, -1.791], [-4.780, 3.287, -2.391], [-0.279, 2.065, -6.186], [0.510, 3.730, -4.389], [-1.109, 4.466, -2.719], [-4.190, 2.067, -4.577], [-2.642, 1.426, -6.298]], "mulliken_charge": [-0.671, 0.526, -0.480, 1.016, -0.422, 0.672, -0.722, 0.159, 0.487, -0.547, 0.249, -0.598, -0.687, -0.622, 0.388, -0.289, 1.308, -0.663, 0.466, -0.688, -0.585, -0.037, -0.593, 0.962, 0.053, -0.696, 0.396, 0.190, -0.509, -0.572, 0.006, 0.468, -0.410, 0.080, -0.417, 0.242, 0.343, 0.174, -0.830, -0.143, -0.365, 0.242, -0.588, -0.313, 1.048, -0.565, -0.647, 0.442, 0.478, 0.471, 0.423, 0.357, 0.752, -0.834, -0.225, -0.201, -0.392, -0.929, 0.996, -0.620, -0.612, 0.213, 0.510, 0.481, 0.440, 0.472, 0.249, -0.272, -0.050, -0.274, -0.338, -0.801, 1.010, -0.579, -0.620, 0.195, 0.211, 0.421, 0.458, 0.351]}

***

[2]
{"formula": "C19H13CuF6O", "method": "ωB97M-V with the def2-TZVPD basis set", "lumo_ev": 4.939, "gap_ev": 4.196, "charge": -2, "multiplicity": 1, "species": ["Cu", "C", "C", "O", "C", "F", "F", "F", "C", "F", "F", "F", "H", "H", "H", "C", "C", "C", "C", "C", "C", "C", "C", "C", "C", "C", "C", "C", "C", "C", "H", "H", "H", "H", "H", "H", "H", "H", "H", "H"], "positions_angstrom": [[-1.020, 0.042, 2.295], [-2.071, -1.907, 5.949], [-2.004, -1.754, 4.410], [-1.533, -0.560, 4.054], [-1.131, -2.944, 3.893], [-1.010, -3.012, 2.567], [-1.619, -4.159, 4.302], [0.116, -2.856, 4.403], [-3.463, -1.975, 3.878], [-4.220, -0.902, 4.189], [-4.102, -3.049, 4.440], [-3.544, -2.146, 2.551], [-1.060, -1.809, 6.341], [-2.495, -2.863, 6.251], [-2.680, -1.092, 6.337], [-0.397, 0.571, 0.612], [0.097, 0.835, -0.479], [0.718, 1.127, -1.736], [2.039, 1.708, -1.672], [3.042, 1.486, -2.651], [4.334, 1.951, -2.497], [4.709, 2.680, -1.371], [3.738, 2.934, -0.403], [2.448, 2.465, -0.544], [0.065, 0.754, -2.944], [0.437, 1.238, -4.232], [-0.208, 0.836, -5.384], [-1.287, -0.046, -5.342], [-1.720, -0.482, -4.086], [-1.083, -0.092, -2.928], [2.802, 0.882, -3.517], [5.080, 1.727, -3.255], [5.731, 3.018, -1.240], [4.012, 3.512, 0.475], [1.715, 2.657, 0.230], [1.240, 1.961, -4.307], [0.123, 1.223, -6.345], [-1.786, -0.370, -6.249], [-2.579, -1.145, -4.029], [-1.432, -0.444, -1.965]], "mulliken_charge": [-0.347, -1.820, 1.053, -0.832, 0.655, -0.210, -0.307, -0.278, 0.716, -0.275, -0.309, -0.243, 0.415, 0.364, 0.400, 0.113, 0.368, -1.002, 0.260, -0.378, -0.562, -0.427, -0.375, -0.665, 0.528, -0.466, -0.524, -0.507, -0.369, -0.759, 0.548, 0.322, 0.332, 0.324, 0.358, 0.573, 0.320, 0.333, 0.322, 0.352]}